No. 1
The following is a DFT calculation (the ωB97M-V functional and the def2-TZVPD basis) of a structure of composition C43H38Cl3F3N2O3S2SbSeSiTi in a non-equilibrium geometry.

Positions of all 98 atoms, in Å:
Ti -0.26 -0.71 1.11
Cl 6.41 -0.95 -1.13
C 4.70 -0.70 -0.92
C 3.87 -0.88 -2.01
C 2.50 -0.73 -1.83
C 1.95 -0.40 -0.60
O 0.64 -0.28 -0.43
C 2.84 -0.14 0.50
C 2.34 0.36 1.72
N 1.06 0.61 1.96
C 0.73 1.16 3.18
C 1.34 0.77 4.38
C 0.91 1.29 5.59
C -0.13 2.19 5.66
C -0.75 2.64 4.49
C -1.84 3.53 4.47
C -2.34 3.98 3.27
C -1.70 3.58 2.10
N -0.70 2.71 2.07
C -0.27 2.18 3.22
C 4.22 -0.33 0.31
H 4.27 -1.13 -2.98
H 1.85 -0.88 -2.68
H 3.09 0.64 2.47
H 2.07 -0.02 4.35
H 1.38 0.94 6.50
H -0.49 2.54 6.62
H -2.27 3.86 5.41
H -3.20 4.63 3.23
H -2.01 3.97 1.13
H 4.89 -0.18 1.14
C -3.41 -2.61 3.68
C -2.70 -1.52 2.93
S -1.03 -1.25 3.37
C -3.30 -0.76 2.00
C -4.73 -0.91 1.57
S -2.37 0.48 1.15
H -2.69 -3.18 4.26
H -3.92 -3.29 2.99
H -4.16 -2.19 4.36
H -5.32 -1.39 2.35
H -4.77 -1.51 0.67
H -5.15 0.08 1.36
F -3.61 6.46 -4.55
C -2.98 5.49 -3.84
C -3.72 4.67 -3.01
C -3.06 3.70 -2.28
C -1.69 3.52 -2.37
C -0.97 4.38 -3.19
C -1.61 5.36 -3.94
Sb -0.76 2.03 -1.01
C 1.13 2.22 -2.10
C 1.31 2.11 -3.47
C 2.57 2.23 -4.03
C 3.65 2.47 -3.19
F 4.88 2.60 -3.75
C 3.50 2.60 -1.83
C 2.23 2.47 -1.29
C -1.70 0.50 -2.24
C -1.00 -0.25 -3.18
C -1.65 -1.19 -3.96
C -3.00 -1.38 -3.79
F -3.65 -2.27 -4.60
C -3.72 -0.68 -2.84
C -3.06 0.25 -2.06
H -4.79 4.81 -2.93
H -3.63 3.06 -1.62
H 0.10 4.29 -3.25
H -1.05 6.01 -4.59
H 0.45 1.96 -4.11
H 2.73 2.13 -5.09
H 4.36 2.78 -1.20
H 2.09 2.57 -0.22
H 0.06 -0.10 -3.29
H -1.12 -1.78 -4.70
H -4.78 -0.88 -2.70
H -3.60 0.78 -1.29
C 4.47 -3.94 2.09
Si 2.84 -4.29 1.13
C 3.25 -4.50 -0.73
C 2.22 -6.03 1.69
Se 1.31 -2.73 1.80
H 5.09 -4.82 2.18
H 4.22 -3.58 3.08
H 5.06 -3.17 1.59
H 4.01 -5.27 -0.86
H 3.62 -3.58 -1.18
H 2.38 -4.81 -1.29
H 3.02 -6.77 1.70
H 1.44 -6.39 1.04
H 1.81 -5.97 2.69
Cl 0.38 -2.93 -1.64
C -1.20 -3.64 -1.38
Cl -1.05 -5.23 -0.63
C -2.03 -2.76 -0.38
O -3.24 -2.88 -0.44
O -1.34 -2.03 0.37
H -1.71 -3.76 -2.33

Its charge is -2. The value obtained for the frontier orbital gap (alpha / beta) is 0.174 / 0.210 hartree. As for the multiplicity: 2. For the electronic energy, the calculation gives -224603.680 eV. As for the relative energy (zero: lowest compared OMol25 entry of this formula, charge and spin): 2.855 eV. The molar mass comes out at 1134.948 g/mol.

***

No. 2
The following is a DFT calculation (the ωB97M-V functional and the def2-TZVPD basis) of a structure of composition C43H38F6N2O4P2ReS2 in a non-equilibrium geometry.

Positions of all 98 atoms, in Å:
Re 0.67 0.41 0.87
F 2.95 2.88 5.57
C 3.32 1.86 4.81
F 3.98 0.98 5.54
F 4.11 2.30 3.84
S 1.81 1.00 4.07
O 2.08 0.99 2.62
O 1.68 -0.24 4.74
N 0.62 2.02 4.38
S -0.26 2.47 3.18
O -1.34 3.30 3.55
O -0.62 1.32 2.31
C 0.82 3.53 2.04
F 0.14 4.58 1.64
F 1.94 3.90 2.63
F 1.18 2.83 0.91
N -1.13 -2.22 -0.03
P -0.22 -1.70 1.36
C 0.91 -3.05 1.75
C 2.11 -2.75 2.38
C 2.94 -3.79 2.81
C 2.56 -5.10 2.60
C 1.36 -5.40 1.97
C 0.52 -4.37 1.57
C -1.51 -1.89 2.63
C -2.57 -2.79 2.46
C -3.50 -2.97 3.47
C -3.40 -2.26 4.66
C -2.34 -1.37 4.84
C -1.40 -1.20 3.84
P -0.75 -1.34 -1.40
C -1.87 -2.01 -2.66
C -1.78 -1.52 -3.96
C -2.53 -2.08 -4.97
C -3.37 -3.16 -4.70
C -3.44 -3.67 -3.41
C -2.69 -3.11 -2.39
C 0.80 -1.96 -2.08
C 1.55 -1.18 -2.96
C 2.58 -1.75 -3.68
C 2.87 -3.10 -3.53
C 2.13 -3.87 -2.65
C 1.09 -3.31 -1.93
H -2.13 -2.07 0.16
H 2.40 -1.72 2.54
H 3.87 -3.56 3.30
H 3.21 -5.91 2.93
H 1.06 -6.43 1.82
H -0.43 -4.60 1.10
H -2.66 -3.38 1.56
H -4.31 -3.67 3.33
H -4.13 -2.39 5.44
H -2.24 -0.82 5.76
H -0.57 -0.53 4.01
H -1.11 -0.70 -4.19
H -2.47 -1.69 -5.98
H -3.96 -3.60 -5.49
H -4.08 -4.52 -3.20
H -2.74 -3.52 -1.40
H 1.33 -0.13 -3.08
H 3.16 -1.14 -4.36
H 3.67 -3.54 -4.10
H 2.36 -4.92 -2.52
H 0.49 -3.92 -1.26
C -1.63 2.65 -0.45
C -1.98 1.24 -0.94
C -2.52 1.45 -2.36
C -0.65 0.40 -0.97
C -3.08 0.59 -0.08
C -3.39 1.01 1.20
C -4.38 0.39 1.95
C -5.09 -0.68 1.43
C -4.83 -1.08 0.13
C -3.84 -0.45 -0.62
H -0.80 3.05 -1.03
H -1.37 2.68 0.60
H -2.49 3.32 -0.59
H -1.84 2.08 -2.93
H -3.49 1.95 -2.33
H -2.66 0.52 -2.91
H -0.05 0.85 -1.77
H -2.89 1.86 1.65
H -4.59 0.74 2.95
H -5.86 -1.16 2.01
H -5.41 -1.88 -0.33
H -3.71 -0.75 -1.65
C 2.10 -0.18 0.02
C 3.46 -0.47 -0.37
C 4.26 0.59 -0.81
C 5.58 0.37 -1.14
C 6.12 -0.91 -1.04
C 5.32 -1.97 -0.62
C 4.00 -1.76 -0.28
H 3.83 1.58 -0.88
H 6.20 1.19 -1.47
H 7.15 -1.08 -1.30
H 5.74 -2.97 -0.56
H 3.37 -2.58 0.03

Its charge is +1. The value obtained for the frontier orbital gap is 0.311 hartree. As for the multiplicity: 1. For the electronic energy, the calculation gives -115055.260 eV. As for the relative energy (zero: lowest compared OMol25 entry of this formula, charge and spin): 0.943 eV. The molar mass comes out at 1073.064 g/mol.

***

No. 3
The following is a DFT calculation (the ωB97M-V functional and the def2-TZVPD basis) of a structure of composition C43H38FN6O6PRh.

Positions of all 96 atoms, in Å:
Rh 1.02 -0.22 1.39
O -1.19 -1.31 4.29
C -1.46 -1.68 3.17
O -1.15 -0.97 2.07
C -2.22 -2.91 2.84
C -2.72 -3.77 3.81
C -3.43 -4.89 3.41
C -3.63 -5.14 2.05
C -3.12 -4.29 1.09
C -2.42 -3.16 1.49
P -1.66 -1.94 0.42
C -2.81 -0.65 -0.06
C -2.44 0.25 -1.06
C -3.29 1.29 -1.40
C -4.50 1.44 -0.73
C -4.86 0.56 0.28
C -4.01 -0.48 0.62
C -1.32 -2.93 -1.09
C -1.90 -2.69 -2.33
C -1.57 -3.49 -3.42
C -0.66 -4.53 -3.28
C -0.09 -4.78 -2.04
C -0.41 -3.98 -0.95
H -2.55 -3.55 4.86
H -3.83 -5.57 4.14
H -4.18 -6.02 1.75
H -3.27 -4.50 0.03
H -1.49 0.13 -1.57
H -3.01 1.98 -2.18
H -5.17 2.26 -1.00
H -5.80 0.68 0.80
H -4.29 -1.17 1.41
H -2.62 -1.89 -2.46
H -2.02 -3.30 -4.38
H -0.41 -5.15 -4.13
H 0.61 -5.60 -1.92
H 0.04 -4.18 0.02
C 1.47 5.99 -2.52
C 1.48 4.81 -3.48
C 0.38 4.95 -4.53
C 0.45 3.80 -5.52
C 0.41 2.48 -4.81
C -0.04 1.35 -5.44
C -0.08 0.13 -4.76
F -0.52 -0.95 -5.42
C 0.29 0.02 -3.46
C 0.75 1.17 -2.78
C 1.12 1.05 -1.37
O 0.87 -0.04 -0.79
C 1.71 2.20 -0.78
C 1.75 3.36 -1.52
N 1.31 3.51 -2.78
C 0.82 2.39 -3.46
C 2.37 2.32 0.59
O 2.70 3.43 0.97
O 2.61 1.22 1.22
H 1.46 6.91 -3.11
H 2.35 6.03 -1.89
H 0.58 5.97 -1.89
H 2.44 4.77 -4.00
H 0.51 5.90 -5.03
H -0.59 4.96 -4.03
H 1.38 3.88 -6.10
H -0.37 3.86 -6.24
H -0.37 1.39 -6.47
H 0.25 -0.92 -2.94
H 2.17 4.22 -1.03
C -0.77 3.71 3.85
N -0.05 2.52 4.28
C 0.19 2.25 5.59
C 0.84 1.14 5.98
C 1.30 0.26 4.95
N 1.05 0.51 3.67
C 0.32 1.60 3.32
O -0.01 1.78 2.14
N 2.03 -0.82 5.24
H -0.83 4.40 4.69
H -1.77 3.45 3.50
H -0.23 4.17 3.02
H -0.17 2.99 6.29
H 1.04 0.94 7.02
H 2.26 -1.04 6.19
H 2.52 -1.28 4.48
N 3.95 -0.82 2.77
C 3.82 -1.73 1.75
C 4.80 -2.70 1.49
C 4.62 -3.57 0.44
C 3.48 -3.46 -0.36
C 2.56 -2.50 -0.03
N 2.70 -1.67 1.02
H 4.88 -0.75 3.15
H 3.53 0.09 2.56
H 5.69 -2.74 2.10
H 5.37 -4.32 0.22
H 3.32 -4.11 -1.21
H 1.67 -2.35 -0.62

Its charge is +1. The value obtained for the frontier orbital gap (alpha / beta) is 0.281 / 0.256 hartree. As for the multiplicity: 5. For the electronic energy, the calculation gives -81445.663 eV. As for the relative energy (zero: lowest compared OMol25 entry of this formula, charge and spin): 0.000 eV. The molar mass comes out at 887.691 g/mol.

***

No. 4
The following is a DFT calculation (the ωB97M-V functional and the def2-TZVPD basis) of a structure of composition C43H38GeO2P2TeTl in a non-equilibrium geometry.

Positions of all 88 atoms, in Å:
Tl -0.11 0.77 0.59
O -0.77 -1.39 -0.56
P -0.02 -2.69 -0.45
C 1.70 -2.51 -1.10
P 2.04 -0.88 -1.87
O 1.78 0.27 -0.94
C 1.12 -0.74 -3.41
C 0.86 -1.81 -4.26
C 0.28 -1.58 -5.49
C 0.00 -0.28 -5.90
C 0.25 0.79 -5.05
C 0.81 0.56 -3.81
C 3.79 -0.95 -2.32
C 4.28 -1.91 -3.20
C 5.63 -1.90 -3.54
C 6.47 -0.93 -3.01
C 5.98 0.02 -2.12
C 4.63 0.01 -1.78
C 0.18 -3.27 1.25
C 1.14 -4.23 1.56
C 1.32 -4.62 2.88
C 0.51 -4.09 3.88
C -0.47 -3.17 3.56
C -0.63 -2.75 2.25
C -0.83 -4.01 -1.37
C -1.31 -3.72 -2.65
C -1.95 -4.70 -3.39
C -2.12 -5.97 -2.85
C -1.67 -6.25 -1.57
C -1.02 -5.28 -0.83
H 1.95 -3.31 -1.81
H 2.40 -2.57 -0.26
H 1.09 -2.82 -3.96
H 0.06 -2.41 -6.15
H -0.42 -0.11 -6.88
H 0.03 1.80 -5.37
H 1.02 1.37 -3.12
H 3.62 -2.65 -3.63
H 6.01 -2.64 -4.22
H 7.52 -0.92 -3.28
H 6.64 0.77 -1.70
H 4.23 0.74 -1.09
H 1.75 -4.67 0.79
H 2.08 -5.35 3.13
H 0.65 -4.40 4.91
H -1.11 -2.77 4.34
H -1.39 -2.01 2.00
H -1.21 -2.71 -3.04
H -2.31 -4.48 -4.38
H -2.62 -6.74 -3.42
H -1.82 -7.23 -1.14
H -0.67 -5.49 0.17
Ge -1.71 2.30 -1.24
C -0.69 3.95 -1.60
C 0.05 4.10 -2.77
C 0.74 5.28 -3.02
C 0.67 6.32 -2.11
C -0.07 6.19 -0.95
C -0.74 5.00 -0.69
C -3.56 2.58 -0.66
C -3.95 3.47 0.33
C -5.29 3.63 0.65
C -6.25 2.87 -0.01
C -5.88 1.98 -1.00
C -4.54 1.83 -1.33
H -1.77 1.46 -2.53
H 0.08 3.29 -3.50
H 1.32 5.38 -3.92
H 1.20 7.24 -2.32
H -0.13 7.01 -0.24
H -1.30 4.89 0.23
H -3.21 4.06 0.86
H -5.58 4.34 1.40
H -7.29 2.98 0.26
H -6.63 1.40 -1.52
H -4.24 1.14 -2.10
Te 2.20 0.01 2.19
C 1.27 0.03 4.11
C 0.07 0.70 4.33
C -0.52 0.68 5.59
C 0.08 0.00 6.63
C 1.28 -0.67 6.41
C 1.87 -0.66 5.16
H -0.40 1.26 3.53
H -1.46 1.20 5.74
H -0.39 -0.03 7.61
H 1.75 -1.20 7.22
H 2.80 -1.18 5.00

Its charge is +1. The value obtained for the frontier orbital gap is 0.227 hartree. As for the multiplicity: 1. For the electronic energy, the calculation gives -136380.096 eV. As for the relative energy (zero: lowest compared OMol25 entry of this formula, charge and spin): 1.347 eV. The molar mass comes out at 1053.316 g/mol.

***

No. 5
The following is a DFT calculation (the ωB97M-V functional and the def2-TZVPD basis) of the ion C43H38N3O with charge +1 in a non-equilibrium geometry.

Positions of all 85 atoms, in Å:
C -2.11 3.91 1.40
O -0.69 3.75 1.46
C 0.03 2.56 1.04
C -0.68 2.05 -0.23
C -1.11 3.03 -1.14
C -1.93 2.68 -2.21
C -2.40 1.37 -2.33
C -1.91 0.39 -1.47
C -0.98 0.71 -0.48
C 1.35 3.17 0.60
N 1.89 3.24 -0.64
C 1.81 2.46 -1.83
C 1.87 3.17 -3.02
C 1.56 2.52 -4.22
C 1.27 1.15 -4.20
C 1.33 0.43 -3.00
C 1.67 1.07 -1.81
N 2.77 4.29 -0.76
C 2.78 4.87 0.42
C 3.66 5.99 0.71
C 4.16 6.29 2.00
C 5.06 7.34 2.15
C 5.49 8.07 1.03
C 5.02 7.75 -0.25
C 4.11 6.71 -0.41
N 1.90 4.23 1.30
C 1.38 4.89 2.45
C 1.42 4.28 3.69
C 0.88 4.95 4.80
C 0.44 6.27 4.66
C 0.48 6.90 3.41
C 0.92 6.19 2.29
C 0.19 1.65 2.23
C -1.14 0.96 2.59
C -2.06 1.61 3.43
C -3.25 0.99 3.81
C -3.53 -0.31 3.41
C -4.78 -1.01 3.86
C -2.63 -0.97 2.58
C -1.42 -0.36 2.23
C 1.42 0.74 2.39
C 2.71 1.09 1.96
C 3.87 0.48 2.46
C 3.77 -0.58 3.35
C 4.97 -1.22 4.00
C 2.50 -1.03 3.70
C 1.36 -0.33 3.32
H -2.39 4.36 2.36
H -2.35 4.63 0.60
H -2.67 2.98 1.23
H -0.83 4.07 -0.99
H -2.23 3.46 -2.91
H -3.11 1.12 -3.11
H -2.24 -0.65 -1.55
H -0.43 -0.07 0.06
H 2.09 4.24 -2.99
H 1.54 3.09 -5.15
H 0.99 0.64 -5.12
H 1.09 -0.64 -3.00
H 1.80 0.53 -0.87
H 3.84 5.69 2.85
H 5.43 7.59 3.14
H 6.21 8.89 1.15
H 5.36 8.29 -1.13
H 3.73 6.42 -1.39
H 1.87 3.29 3.79
H 0.82 4.44 5.76
H 0.07 6.82 5.53
H 0.16 7.94 3.28
H 0.93 6.65 1.30
H 0.30 2.36 3.07
H -1.83 2.61 3.81
H -3.97 1.53 4.43
H -4.59 -2.08 3.99
H -5.12 -0.60 4.82
H -5.61 -0.92 3.15
H -2.83 -1.99 2.24
H -0.68 -0.96 1.70
H 2.83 1.87 1.22
H 4.84 0.85 2.14
H 4.81 -2.29 4.15
H 5.89 -1.09 3.41
H 5.14 -0.77 4.99
H 2.40 -1.93 4.31
H 0.41 -0.62 3.77

Its charge is +1. The value obtained for the frontier orbital gap is 0.300 hartree. As for the multiplicity: 1. For the electronic energy, the calculation gives -51718.753 eV. As for the relative energy (zero: lowest compared OMol25 entry of this formula, charge and spin): 0.000 eV. The molar mass comes out at 612.797 g/mol.

***

Copy entry 4 word for word.
The following is a DFT calculation (the ωB97M-V functional and the def2-TZVPD basis) of a structure of composition C43H38GeO2P2TeTl in a non-equilibrium geometry.

Positions of all 88 atoms, in Å:
Tl -0.11 0.77 0.59
O -0.77 -1.39 -0.56
P -0.02 -2.69 -0.45
C 1.70 -2.51 -1.10
P 2.04 -0.88 -1.87
O 1.78 0.27 -0.94
C 1.12 -0.74 -3.41
C 0.86 -1.81 -4.26
C 0.28 -1.58 -5.49
C 0.00 -0.28 -5.90
C 0.25 0.79 -5.05
C 0.81 0.56 -3.81
C 3.79 -0.95 -2.32
C 4.28 -1.91 -3.20
C 5.63 -1.90 -3.54
C 6.47 -0.93 -3.01
C 5.98 0.02 -2.12
C 4.63 0.01 -1.78
C 0.18 -3.27 1.25
C 1.14 -4.23 1.56
C 1.32 -4.62 2.88
C 0.51 -4.09 3.88
C -0.47 -3.17 3.56
C -0.63 -2.75 2.25
C -0.83 -4.01 -1.37
C -1.31 -3.72 -2.65
C -1.95 -4.70 -3.39
C -2.12 -5.97 -2.85
C -1.67 -6.25 -1.57
C -1.02 -5.28 -0.83
H 1.95 -3.31 -1.81
H 2.40 -2.57 -0.26
H 1.09 -2.82 -3.96
H 0.06 -2.41 -6.15
H -0.42 -0.11 -6.88
H 0.03 1.80 -5.37
H 1.02 1.37 -3.12
H 3.62 -2.65 -3.63
H 6.01 -2.64 -4.22
H 7.52 -0.92 -3.28
H 6.64 0.77 -1.70
H 4.23 0.74 -1.09
H 1.75 -4.67 0.79
H 2.08 -5.35 3.13
H 0.65 -4.40 4.91
H -1.11 -2.77 4.34
H -1.39 -2.01 2.00
H -1.21 -2.71 -3.04
H -2.31 -4.48 -4.38
H -2.62 -6.74 -3.42
H -1.82 -7.23 -1.14
H -0.67 -5.49 0.17
Ge -1.71 2.30 -1.24
C -0.69 3.95 -1.60
C 0.05 4.10 -2.77
C 0.74 5.28 -3.02
C 0.67 6.32 -2.11
C -0.07 6.19 -0.95
C -0.74 5.00 -0.69
C -3.56 2.58 -0.66
C -3.95 3.47 0.33
C -5.29 3.63 0.65
C -6.25 2.87 -0.01
C -5.88 1.98 -1.00
C -4.54 1.83 -1.33
H -1.77 1.46 -2.53
H 0.08 3.29 -3.50
H 1.32 5.38 -3.92
H 1.20 7.24 -2.32
H -0.13 7.01 -0.24
H -1.30 4.89 0.23
H -3.21 4.06 0.86
H -5.58 4.34 1.40
H -7.29 2.98 0.26
H -6.63 1.40 -1.52
H -4.24 1.14 -2.10
Te 2.20 0.01 2.19
C 1.27 0.03 4.11
C 0.07 0.70 4.33
C -0.52 0.68 5.59
C 0.08 0.00 6.63
C 1.28 -0.67 6.41
C 1.87 -0.66 5.16
H -0.40 1.26 3.53
H -1.46 1.20 5.74
H -0.39 -0.03 7.61
H 1.75 -1.20 7.22
H 2.80 -1.18 5.00

Its charge is +1. The value obtained for the frontier orbital gap is 0.227 hartree. As for the multiplicity: 1. For the electronic energy, the calculation gives -136380.096 eV. As for the relative energy (zero: lowest compared OMol25 entry of this formula, charge and spin): 1.347 eV. The molar mass comes out at 1053.316 g/mol.

***

> The highest electronic energy belongs to which entry?

C43H38N3O